Entry 1:
This record from OMol25 describes a molecular structure, C10H19CoN2 in a non-equilibrium geometry. The level of theory is the ωB97M-V functional and the def2-TZVPD basis.

```
! RIJCOSX wB97M-V def2-TZVPD def2/J DEFGRID3
* xyz 2 5
C -0.33354 0.22111 -3.27479
C -1.21483 -0.72485 -2.90879
H 0.69082 -0.03164 -3.58535
H -0.62145 1.27809 -3.37355
H -2.26508 -0.48390 -2.69070
H -0.95120 -1.79261 -2.90643
Co 0.01396 0.16119 0.24485
C 0.07443 2.10583 0.85975
C -1.12580 1.88333 0.14213
C -1.09391 0.37684 1.88348
C 0.11595 1.15721 1.94610
H -1.50677 2.47558 -0.67888
H -2.85965 0.51181 0.52690
H -1.43943 -0.36755 2.58606
C -1.84658 0.81999 0.76963
H 0.90220 1.05398 2.68841
H 0.81679 2.85177 0.60932
N 2.48815 0.43527 -0.29282
C 2.21019 -0.91282 -0.88179
C 2.55894 -2.17639 -0.09739
C 1.97475 -2.22283 1.27382
N 0.61819 -1.63091 1.26341
H 1.93759 0.48800 0.58124
H 3.45969 0.49974 -0.01135
H 1.21335 -1.01670 -1.36080
H 2.91178 -0.97127 -1.71840
H 2.20377 -3.07316 -0.58700
H 3.63618 -2.31218 -0.08843
H 2.00306 -3.22125 1.71664
H 2.60722 -1.65614 1.94948
H 0.25852 -1.60458 2.22611
H -0.06430 -2.26397 0.87046
*
```

As for the expectation value of S²: 6.01. The HOMO energy (spin up / spin down) is -16.97 / -17.03 eV. The energy above the lowest of the compared OMol25 structures with the same formula, charge and spin comes out at 0.9468 eV.

Mulliken atomic charge list, values in e, 2 entries: C -0.45; C -0.56

---

Entry 2:
This record from OMol25 describes 4 unconnected molecules or ions with the total composition C6H21NO3 in a non-equilibrium geometry. The level of theory is the ωB97M-V functional and the def2-TZVPD basis.

```
! RIJCOSX wB97M-V def2-TZVPD def2/J DEFGRID3
* xyz 0 1
C 1.40394 1.75415 -1.06807
C 0.22790 1.46730 -2.09508
C -1.16318 1.58981 -1.52961
C -1.95409 0.32053 -1.23626
C -1.14388 -0.47674 -0.25845
C -1.33493 -0.05080 1.15904
N -1.73007 -1.15197 2.20351
H 1.21423 2.58673 -0.57625
H 2.42046 1.65776 -1.53409
H 1.42501 0.90688 -0.37347
H 0.33645 0.49387 -2.42036
H 0.20464 2.04917 -3.16691
H -1.69564 2.15469 -2.25413
H -1.14130 2.25266 -0.65863
H -2.98724 0.74755 -1.00752
H -2.24802 -0.19271 -2.21146
H 0.02167 -0.56694 -0.39294
H -1.47995 -1.53567 -0.20734
H -0.40966 0.43763 1.42746
H -2.07111 0.79825 1.14622
H -2.64940 -1.65056 2.01369
H -1.01983 -1.74929 2.23801
O 0.07772 -3.24228 2.08928
H 0.86486 -3.17011 1.48589
H 0.51528 -2.81538 2.76239
O 3.42005 1.28394 1.99491
H 2.76290 1.88360 1.95348
H 3.81068 1.13933 1.10263
O 1.54594 -2.57969 0.10481
H 2.00696 -1.71214 -0.06184
H 0.76962 -2.62956 -0.62890
*
```

The HOMO energy is -8.75 eV. As for the SMILES: CCCCCCN.O.O.O. The energy above the lowest of the compared OMol25 structures with the same formula, charge and spin comes out at 3.0643 eV.

Mulliken atomic charge list, values in e, 2 entries: C -0.93; C -0.59

---

Entry 3:
This record from OMol25 describes a molecular structure, C5H10O5SSr in a non-equilibrium geometry. The level of theory is the ωB97M-V functional and the def2-TZVPD basis.

```
! RIJCOSX wB97M-V def2-TZVPD def2/J DEFGRID3
* xyz 2 1
O 2.19660 2.46852 1.21788
S 1.06704 1.41635 1.09786
O 1.07752 0.60391 2.44373
C -0.57597 2.29204 0.84129
C -1.79042 1.29677 0.35765
C -1.31041 0.13579 -0.72873
C 0.13310 -0.55520 -0.36414
C 0.51710 -1.77911 -1.38747
O 0.43439 -3.12991 -0.74600
O 1.35741 -3.23815 0.18699
O 1.26674 0.37994 -0.28174
H -0.40501 3.22476 0.13436
H -0.89923 2.70951 1.90934
H -2.64269 1.94102 -0.12360
H -2.18664 0.71639 1.29769
H -2.12405 -0.73186 -0.62773
H -1.38392 0.54041 -1.84505
H 0.01076 -1.04095 0.71053
H 1.55082 -1.61958 -1.95570
H -0.30090 -1.80906 -2.25382
H 0.89932 -3.03448 1.05454
Sr 3.10845 -0.78709 -0.93787
*
```

The HOMO energy is -17.84 eV.

Mulliken atomic charge list, values in e, 2 entries: O -0.54; S 1.02

---

Entry 4:
This record from OMol25 describes a molecular structure, FTiV in a non-equilibrium geometry. The level of theory is the ωB97M-V functional and the def2-TZVPD basis.

```
! RIJCOSX wB97M-V def2-TZVPD def2/J DEFGRID3
* xyz 3 6
Ti 1.60091 0.97671 1.08305
V -1.54070 -0.93350 -1.04306
F -0.06021 -0.04321 -0.03999
*
```

As for the expectation value of S²: 8.75. The HOMO energy (spin up / spin down) is -24.72 / -28.94 eV. The energy above the lowest of the compared OMol25 structures with the same formula, charge and spin comes out at 0.0000 eV.

Mulliken atomic charge list, values in e, 2 entries: Ti 1.81; V 1.83

---

Entry 5:
This record from OMol25 describes 9 unconnected molecules or ions with the total composition C6H30NO8 in a non-equilibrium geometry. The level of theory is the ωB97M-V functional and the def2-TZVPD basis.

```
! RIJCOSX wB97M-V def2-TZVPD def2/J DEFGRID3
* xyz 1 1
C -2.56663 -0.21197 -0.35726
C -1.74329 -0.01981 0.90143
C -1.98699 1.39633 1.48513
C 0.33710 1.70049 2.24141
C -0.95143 1.74595 2.55971
C -1.48942 2.20328 3.88724
N -2.02137 -1.35529 -1.19598
H -2.54012 0.67153 -0.98689
H -3.61081 -0.38887 -0.14298
H -2.04432 -0.70998 1.68289
H -0.68893 -0.04375 0.63277
H -2.01764 2.17904 0.72524
H -2.97755 1.38858 1.92873
H 0.69885 1.52251 1.23625
H 1.10120 1.96193 2.96161
H -2.52126 1.87662 3.97614
H -0.98636 1.81274 4.77184
H -1.42535 3.29171 3.93104
H -2.80237 -1.64179 -1.77826
H -1.21352 -0.99696 -1.76094
H -1.69761 -2.05388 -0.52675
H 4.05731 -1.03210 0.06953
H 3.69289 -0.25594 -1.17061
O 3.37820 -0.98601 -0.61763
H 0.40290 -4.02181 -0.97342
H -0.67875 -4.14084 -2.10066
O -0.39271 -3.61897 -1.34292
H 2.23890 1.45640 -2.82529
H 1.15701 1.42239 -3.95887
O 1.28826 1.42660 -3.00782
H 3.62400 2.72493 -0.96890
H 2.22935 2.15650 -0.80076
O 3.12210 1.90973 -1.08323
H -1.31451 -3.89831 0.34757
H -2.20249 -4.20098 1.55175
O -2.15930 -3.64979 0.76199
H 2.89350 -2.44416 -1.35029
H 2.82788 -3.65574 -2.26551
O 2.26353 -3.12706 -1.68836
H 0.84758 -0.10431 -2.08848
H 0.82383 -1.72361 -2.04499
O 0.35761 -0.91806 -2.31872
H 0.76232 4.13239 0.61655
H 2.30174 4.21689 0.86763
O 1.62667 4.00343 0.21907
*
```

The HOMO energy is -11.96 eV. The energy above the lowest of the compared OMol25 structures with the same formula, charge and spin comes out at 0.0000 eV.

Mulliken atomic charge list, values in e, 2 entries: C -1.02; C -0.16

---

Entry 6:
This record from OMol25 describes 2 unconnected molecules or ions with the total composition C2H10N3 in a non-equilibrium geometry. The level of theory is the ωB97M-V functional and the def2-TZVPD basis.

```
! RIJCOSX wB97M-V def2-TZVPD def2/J DEFGRID3
* xyz 1 1
C 2.26206 -0.15092 0.60910
C -2.74402 -0.41532 -0.29395
N -2.12045 0.64563 0.03478
N -0.00999 0.02483 -0.35092
N 1.43479 0.18123 -0.56079
H 3.27335 -0.13529 0.25492
H 2.08716 0.52461 1.38495
H 1.89492 -1.10599 1.00368
H -3.27245 -1.07632 0.39067
H -2.56822 -0.76867 -1.19714
H -2.02920 1.00491 1.01203
H -1.20429 0.98041 -0.46288
H -0.18297 -0.54564 0.44699
H 1.47810 1.18019 -0.93221
H 1.70119 -0.34366 -1.33924
*
```

The HOMO energy is -12.89 eV. The energy above the lowest of the compared OMol25 structures with the same formula, charge and spin comes out at 4.8816 eV.

Mulliken atomic charge list, values in e, 2 entries: C -0.84; C -0.19

---

E_tot list, top to bottom, in a.u.: -1883.90761 -521.55360 -1000.75185 -1891.86089 -903.07129 -246.07924